Run A
57
Properties=species:S:1:pos:R:3 method="wB97M-V/def2-TZVPD" smiles="Cc1cncc(C(=O)N[C@@H](C)CCNC(=O)[C@@H]2CCCN2Cc2nnn(C)n2)c1"
C 1.23 -2.37 -3.78
C 0.99 -0.89 -3.69
C 1.68 0.00 -4.51
N 1.53 1.32 -4.49
C 0.66 1.82 -3.61
C -0.08 1.04 -2.74
C -0.95 1.73 -1.74
O -0.80 2.92 -1.47
N -1.91 0.99 -1.16
C -2.69 1.48 -0.02
C -3.83 2.38 -0.49
C -3.20 0.28 0.78
C -2.13 -0.58 1.44
N -1.28 -1.27 0.45
C -0.70 -2.50 0.94
O -0.94 -3.54 0.40
C 0.30 -2.43 2.10
C -0.34 -2.61 3.50
C 0.01 -1.32 4.26
C 1.27 -0.85 3.55
N 0.97 -1.14 2.15
C 2.11 -1.05 1.25
C 2.46 0.37 0.96
N 3.37 1.09 1.65
N 3.38 2.27 1.10
N 2.51 2.25 0.13
C 2.30 3.37 -0.77
N 1.90 1.08 0.00
C 0.10 -0.34 -2.79
H 0.92 -2.76 -4.75
H 2.29 -2.61 -3.66
H 0.67 -2.90 -3.02
H 2.40 -0.38 -5.23
H 0.54 2.90 -3.59
H -1.97 0.00 -1.36
H -2.01 2.07 0.60
H -4.36 2.79 0.37
H -3.43 3.20 -1.08
H -4.53 1.81 -1.10
H -3.86 0.67 1.56
H -3.82 -0.35 0.13
H -1.53 0.03 2.12
H -2.64 -1.33 2.04
H -0.48 -0.65 0.29
H 0.99 -3.26 1.91
H -1.41 -2.81 3.46
H 0.12 -3.47 3.98
H -0.78 -0.58 4.15
H 0.16 -1.50 5.32
H 1.48 0.21 3.68
H 2.15 -1.41 3.90
H 3.00 -1.55 1.66
H 1.86 -1.53 0.31
H 2.77 3.14 -1.73
H 1.23 3.52 -0.92
H 2.77 4.23 -0.31
H -0.43 -1.01 -2.12

***

Run B
57
Properties=species:S:1:pos:R:3 method="wB97M-V/def2-TZVPD" smiles="Cc1cncc(C(=O)N[C@@H](C)CCNC(=O)[C@@H]2CCCN2Cc2nnn(C)n2)c1"
C 4.19 0.01 -2.43
C 3.92 0.27 -0.98
C 4.78 -0.18 0.02
N 4.60 0.03 1.32
C 3.51 0.70 1.69
C 2.56 1.17 0.79
C 1.32 1.80 1.34
O 1.28 2.23 2.49
N 0.26 1.81 0.51
C -1.10 2.12 0.94
C -1.67 3.27 0.13
C -1.96 0.86 0.82
C -1.42 -0.31 1.65
N -0.92 -1.46 0.88
C 0.13 -1.36 0.01
O 0.14 -0.63 -0.98
C 1.32 -2.30 0.24
C 1.75 -3.02 -1.04
C 1.06 -4.37 -0.89
C 1.26 -4.66 0.58
N 1.05 -3.35 1.23
C 1.76 -3.22 2.49
C 1.15 -2.19 3.39
N -0.09 -2.28 3.90
N -0.25 -1.22 4.66
N 0.87 -0.54 4.58
C 1.09 0.71 5.28
N 1.78 -1.10 3.80
C 2.79 0.96 -0.56
H 4.43 0.94 -2.96
H 5.03 -0.67 -2.56
H 3.31 -0.42 -2.92
H 5.67 -0.73 -0.26
H 3.36 0.85 2.75
H 0.32 1.22 -0.32
H -1.02 2.41 1.98
H -2.68 3.51 0.46
H -1.05 4.16 0.24
H -1.72 3.01 -0.93
H -2.97 1.11 1.15
H -2.04 0.57 -0.23
H -0.63 0.06 2.31
H -2.20 -0.71 2.29
H -0.75 -2.25 1.50
H 2.12 -1.63 0.60
H 1.46 -2.46 -1.93
H 2.83 -3.15 -1.05
H -0.01 -4.29 -1.12
H 1.48 -5.15 -1.53
H 0.56 -5.40 0.99
H 2.28 -5.02 0.76
H 1.70 -4.18 3.01
H 2.82 -2.97 2.35
H 1.91 0.58 5.99
H 1.32 1.48 4.56
H 0.17 0.94 5.81
H 2.09 1.32 -1.31

***

The structure with the greatest stability is run B.

***

Run A
The following is a DFT calculation (ωB97M-V with the def2-TZVPD basis set) of a structure of composition C5H9IO.

The geometry in XYZ format:
```
16
C5H9IO | the Open Molecules 2025 dataset | ωB97M-V with the def2-TZVPD basis set
C 0.03 0.09 -0.82
C -1.23 2.19 0.40
C 0.93 -2.26 -0.13
C -1.05 0.70 0.81
C 1.24 -0.85 -0.71
O -0.26 0.61 -1.85
I 2.80 0.12 0.51
H -1.18 2.18 -0.71
H -2.13 2.50 0.97
H -0.52 2.81 0.89
H 0.06 -2.65 -0.72
H 0.61 -2.24 0.86
H 1.74 -2.94 -0.27
H -2.03 0.19 0.69
H -0.54 0.39 1.82
H 1.51 -0.85 -1.77
```

***

Run B
16
Properties=species:S:1:pos:R:3 method="wB97M-V/def2-TZVPD" smiles="C#CC.CC=O.I"
C 0.09 -2.15 -1.56
C -0.16 -2.09 -0.39
C -0.56 -2.40 0.86
C 1.68 2.41 0.23
C 0.61 1.86 -0.57
O -0.28 1.12 -0.20
I -3.56 0.30 0.20
H 0.08 -2.02 -2.56
H -1.71 -2.27 0.86
H -0.20 -1.80 1.74
H -0.37 -3.52 1.08
H 2.70 2.27 -0.23
H 1.45 3.59 0.28
H 1.74 2.06 1.29
H 0.64 1.94 -1.65
H -2.16 0.71 0.62

***

Run C
The following is a DFT calculation (ωB97M-V with the def2-TZVPD basis set) of a structure of composition C5H9IO.

The geometry in XYZ format:
```
16
C5H9IO | the Open Molecules 2025 dataset | ωB97M-V with the def2-TZVPD basis set
C -0.40 -0.86 -1.54
C -1.02 1.09 0.25
C -0.14 -1.12 1.13
C 1.44 0.53 -0.01
C 0.03 0.02 0.15
O -0.84 -1.94 -1.62
I -0.06 0.40 -3.25
H -0.84 1.69 1.14
H -2.01 0.65 0.33
H -0.99 1.75 -0.61
H -1.06 -1.65 0.93
H -0.19 -0.73 2.15
H 0.69 -1.82 1.07
H 1.77 0.98 0.92
H 2.12 -0.28 -0.26
H 1.49 1.28 -0.79
```

***

The structure with the greatest stability is run C.

***

Run A
12
Properties=species:S:1:pos:R:3 method="wB97M-V/def2-TZVPD" smiles="NN(C=S)/C=C/Cl"
C 0.06 1.49 0.06
C -0.43 -0.98 -0.08
C -1.66 -1.09 0.48
H 2.25 0.10 0.41
H 2.12 0.45 -1.13
H -1.01 1.65 0.18
H 0.15 -1.71 -0.61
H -2.19 -0.23 0.86
N 1.71 -0.13 -0.39
N 0.39 0.22 -0.22
S 1.15 2.75 -0.01
Cl -2.53 -2.54 0.44

***

Run B
12
Properties=species:S:1:pos:R:3 method="wB97M-V/def2-TZVPD" smiles="NN1C[C@@H](Cl)C1=S"
C -0.49 0.51 -0.94
C -1.29 -0.47 -0.07
C -0.08 -0.64 0.82
H 1.89 1.09 1.18
H 2.46 0.15 -0.02
H -0.27 0.15 -1.95
H -0.92 1.53 -0.94
H -2.12 -0.04 0.47
N 1.77 0.86 0.20
N 0.55 0.29 0.07
S 0.35 -1.49 2.16
Cl -1.85 -1.94 -0.98

***

The structure with the greatest stability is run B.

***

Run A
12
Properties=species:S:1:pos:R:3 method="wB97M-V/def2-TZVPD" smiles="C[C@@H](F)/C(F)=C/F"
C -1.73 -0.62 0.33
C -0.96 0.26 -0.26
C 1.54 0.47 0.35
C 0.53 -0.15 -0.61
F -2.99 -0.25 0.52
F -1.35 1.47 -0.60
F 0.58 -1.57 -0.52
H -1.56 -1.61 0.78
H 0.93 0.81 1.11
H 2.31 -0.33 0.67
H 2.08 1.30 -0.19
H 0.62 0.21 -1.57

***

Run B
The following is a DFT calculation (ωB97M-V with the def2-TZVPD basis set) of a structure of composition C4H5F3.

The geometry in XYZ format:
```
12
C4H5F3 | the Open Molecules 2025 dataset | ωB97M-V with the def2-TZVPD basis set
C 1.24 1.08 -2.33
C 1.51 1.13 -1.06
C -0.24 -0.24 0.95
C 0.91 -0.49 0.04
F 1.60 2.04 -3.21
F 1.99 2.09 -0.21
F 0.89 -1.47 -0.97
H 0.89 0.20 -2.75
H -0.27 0.76 1.43
H -1.14 -0.43 0.29
H -0.37 -0.89 1.73
H 1.98 -0.50 0.53
```

***

Run C
12
Properties=species:S:1:pos:R:3 method="wB97M-V/def2-TZVPD" smiles=C[C@@]1(F)[C@H](F)[C@@H]1F
C 0.57 -1.15 -0.85
C 0.47 -0.04 0.16
C -0.89 0.18 0.88
C -0.30 1.17 -0.09
H 0.57 -2.09 -0.33
H -0.36 -1.10 -1.46
H 1.40 -1.06 -1.51
H -1.70 -0.44 0.60
H -0.71 1.48 -1.04
F 1.63 0.16 0.86
F -0.81 0.63 2.18
F 0.13 2.26 0.59

***

The structure with the greatest stability is run A.

***

Run A
The following is a DFT calculation (ωB97M-V with the def2-TZVPD basis set) of a cluster of 2 separate species, C3H2FN in total.

The geometry in XYZ format:
```
7
C3H2FN | the Open Molecules 2025 dataset | ωB97M-V with the def2-TZVPD basis set
C 1.40 -0.59 -0.01
C -1.23 -0.14 -0.09
C 0.02 -0.34 -0.03
N 2.52 -0.89 -0.04
F 0.97 1.88 -0.10
H -1.58 0.90 0.12
H -2.09 -0.81 0.17
```

***

Run B
The following is a DFT calculation (ωB97M-V with the def2-TZVPD basis set) of a structure of composition C3H2FN.

The geometry in XYZ format:
```
7
C3H2FN | the Open Molecules 2025 dataset | ωB97M-V with the def2-TZVPD basis set
C -0.30 -0.33 0.58
C 0.86 -0.46 -0.34
C -0.56 0.85 0.05
N 0.81 0.66 -0.94
F -1.58 1.63 -0.02
H -0.86 -1.07 1.27
H 1.64 -1.26 -0.60
```

***

The structure with the greatest stability is run B.

***

Run A
18
Properties=species:S:1:pos:R:3 method="wB97M-V/def2-TZVPD" smiles=c1ccc(-c2ncco2)cc1
C -3.04 -0.07 -0.05
C -2.29 1.13 -0.36
C -0.92 1.19 -0.26
C -0.26 -0.02 0.00
C -0.92 -1.20 0.33
C -2.34 -1.19 0.25
C 1.26 0.02 0.02
C 3.30 0.50 0.32
C 3.29 -0.61 -0.41
H -3.91 0.07 0.11
H -2.63 2.04 -0.38
H -0.28 2.23 -0.52
H -0.24 -2.06 0.54
H -2.83 -2.11 0.40
H 4.13 1.11 0.90
H 3.87 -0.99 -0.92
N 1.95 0.91 0.59
O 1.87 -0.96 -0.55

***

Run B
18
Properties=species:S:1:pos:R:3 method="wB97M-V/def2-TZVPD" smiles="O=Cc1c[nH]c2ccccc12"
C -2.86 -0.56 0.18
C -1.66 0.30 0.00
C -1.46 1.67 -0.02
C 0.66 0.87 -0.14
C 2.09 0.63 -0.08
C 2.56 -0.60 -0.11
C 1.71 -1.75 -0.01
C 0.33 -1.61 0.03
C -0.27 -0.39 0.00
H -3.57 -0.23 1.20
H -2.28 2.45 0.05
H 0.27 3.15 -0.12
H 2.57 1.62 -0.19
H 3.51 -0.69 -0.22
H 2.09 -2.99 0.15
H -0.31 -2.42 -0.06
N -0.10 1.95 -0.18
O -3.26 -1.41 -0.48

***

The structure with the greatest stability is run B.